# C44H85BN7O8PS2

A 7-piece molecular cluster, C44H85BN7O8PS2 overall (ωB97M-V/def2-TZVPD, OMol25).

Values from the calculation:
Total energy (a.u.): -3875.39085
Spin multiplicity: 1
SMILES string: COCCCCCCCC1(CCCCCCCOC)C[C@@](B(N)O)(P(O)(O)=S)OS(=O)(=O)C1.CCCC#N.CCCC#N.CCCC#N.CCCC#N.CCCC#N.CCCC#N
Gap between HOMO and LUMO (eV): 9.264

Cartesian coordinates (Å):
C 0.922 -2.070 0.004
O 1.425 -0.939 0.679
C 0.969 0.246 0.063
C 1.528 1.485 0.711
C 0.655 2.697 0.388
C -0.245 3.157 1.558
C -1.698 3.313 1.158
C -2.414 1.980 1.256
C -3.765 1.981 0.561
C -4.864 1.130 1.184
C -6.064 1.171 0.217
C -5.785 0.544 -1.140
C -5.562 1.539 -2.263
C -5.311 0.885 -3.613
C -4.297 -0.240 -3.565
C -2.987 0.159 -2.898
C -1.829 -0.740 -3.260
O -1.799 -1.914 -2.486
C -2.130 -3.119 -3.134
C -4.380 -0.327 1.299
C -4.262 -0.880 2.711
B -5.640 -1.576 3.288
N -6.837 -1.768 2.513
O -5.573 -1.995 4.590
P -3.058 -2.262 2.614
O -1.634 -1.636 2.278
O -2.930 -2.865 4.067
S -3.572 -3.523 1.239
O -3.672 0.059 3.655
S -4.540 1.328 4.014
O -3.612 2.375 4.310
O -5.509 1.031 5.015
C -5.353 1.756 2.498
H -0.003 -1.805 -0.491
H 0.753 -2.854 0.722
H 1.600 -2.403 -0.774
H -0.118 0.271 0.123
H 1.260 0.225 -0.987
H 1.625 1.346 1.772
H 2.523 1.642 0.325
H 0.005 2.432 -0.436
H 1.295 3.519 0.115
H -0.160 2.457 2.376
H 0.148 4.092 1.924
H -1.793 3.727 0.165
H -2.173 3.972 1.873
H -1.779 1.244 0.782
H -2.451 1.718 2.299
H -3.588 1.679 -0.456
H -4.130 2.999 0.494
H -6.276 2.221 0.048
H -6.950 0.777 0.692
H -4.969 -0.155 -1.106
H -6.652 -0.034 -1.437
H -4.763 2.240 -2.074
H -6.461 2.135 -2.346
H -4.919 1.648 -4.273
H -6.231 0.549 -4.069
H -4.086 -0.654 -4.541
H -4.720 -1.056 -2.991
H -2.730 1.189 -3.105
H -3.054 0.087 -1.822
H -0.926 -0.189 -3.013
H -1.786 -0.923 -4.326
H -2.947 -3.609 -2.625
H -2.421 -2.971 -4.164
H -1.283 -3.790 -3.100
H -5.048 -0.985 0.781
H -3.442 -0.414 0.774
H -6.977 -1.039 1.829
H -6.778 -2.681 2.062
H -5.372 -2.934 4.636
H -1.582 -1.599 1.315
H -2.289 -3.587 4.015
H -6.414 1.598 2.592
H -5.209 2.821 2.434
C -1.740 1.257 -6.406
C -2.650 2.013 -7.364
C -2.696 3.515 -7.057
C -3.196 3.757 -5.709
N -3.590 3.947 -4.651
H -2.103 1.332 -5.380
H -1.709 0.199 -6.666
H -0.719 1.642 -6.438
H -3.659 1.600 -7.310
H -2.304 1.875 -8.389
H -3.346 4.033 -7.762
H -1.700 3.952 -7.136
C 6.971 1.427 2.336
C 6.558 2.326 1.190
C 5.708 3.524 1.623
C 4.432 3.162 2.229
N 3.412 2.877 2.664
H 6.119 0.946 2.826
H 7.617 0.634 1.961
H 7.518 1.987 3.078
H 6.019 1.742 0.439
H 7.465 2.704 0.718
H 5.480 4.160 0.767
H 6.266 4.120 2.346
C 11.512 -0.466 3.792
C 11.660 -0.298 2.285
C 11.824 1.162 1.859
C 10.667 1.958 2.240
N 9.749 2.572 2.541
H 10.616 0.035 4.162
H 11.428 -1.521 4.050
H 12.374 -0.057 4.322
H 10.792 -0.722 1.784
H 12.529 -0.859 1.940
H 11.937 1.233 0.778
H 12.709 1.603 2.321
C -10.191 -3.756 4.077
C -9.787 -5.182 4.435
C -8.304 -5.298 4.808
C -7.454 -4.891 3.700
N -6.807 -4.568 2.812
H -9.649 -3.396 3.202
H -11.255 -3.708 3.848
H -9.991 -3.071 4.901
H -10.002 -5.846 3.597
H -10.383 -5.530 5.279
H -8.049 -6.323 5.074
H -8.076 -4.661 5.664
C 8.889 3.255 -4.158
C 7.592 2.490 -3.922
C 7.204 2.418 -2.440
C 8.225 1.737 -1.656
N 9.043 1.197 -1.063
H 9.732 2.766 -3.671
H 9.111 3.310 -5.223
H 8.819 4.275 -3.776
H 7.688 1.479 -4.320
H 6.780 2.972 -4.468
H 6.266 1.878 -2.315
H 7.071 3.420 -2.030
C 4.514 -2.973 -0.444
C 4.138 -4.432 -0.691
C 4.665 -5.400 0.375
C 6.118 -5.405 0.441
N 7.262 -5.418 0.492
H 5.592 -2.813 -0.475
H 4.069 -2.344 -1.215
H 4.140 -2.638 0.525
H 4.504 -4.742 -1.671
H 3.050 -4.518 -0.714
H 4.340 -6.417 0.156
H 4.279 -5.129 1.358


# C4H3Cl2O2

An isolated ion of composition C4H3Cl2O2 and charge -1 (ωB97M-V/def2-TZVPD, OMol25).

Values from the calculation:
Total energy (a.u.): -1225.11618
Spin multiplicity: 1
SMILES string: O=C([O-])CC=C(Cl)Cl
Total charge: -1
Gap between HOMO and LUMO (eV): 7.028
Energy above the lowest of the compared OMol25 structures with the same formula, charge and spin (kJ/mol): 0.00

Cartesian coordinates (Å):
O -2.410 -1.126 0.096
C -1.315 -1.546 0.330
O -0.760 -2.485 0.833
C 0.000 -0.572 -0.615
C 0.106 0.787 -0.201
C 1.196 1.514 0.166
Cl 2.722 0.884 0.676
Cl 0.786 2.980 1.117
H -0.443 -0.677 -1.603
H 0.941 -1.113 -0.545
H -0.824 1.354 -0.254


# C3H10O3S

A 3-piece molecular cluster, C3H10O3S overall (ωB97M-V/def2-TZVPD, OMol25).

Values from the calculation:
Total energy (a.u.): -744.18316
Spin multiplicity: 1
SMILES string: O=CCCS.O.O
Gap between HOMO and LUMO (eV): 9.824
Energy above the lowest of the compared OMol25 structures with the same formula, charge and spin (kJ/mol): 49.34

Cartesian coordinates (Å):
O 2.474 0.327 1.154
C 1.448 0.436 1.766
C 0.171 1.001 1.160
C -0.112 0.359 -0.180
S -1.829 0.578 -0.753
H 1.423 0.099 2.824
H -0.636 0.777 1.864
H 0.305 2.091 1.177
H 0.101 -0.702 -0.173
H 0.533 0.723 -0.967
H -1.645 1.799 -1.258
O 3.313 -0.720 -2.599
H 3.561 -0.718 -1.669
H 3.394 0.195 -2.885
O -3.147 -2.225 0.702
H -3.709 -2.953 0.983
H -3.535 -1.434 1.087


# C36H87O21P3

A 6-piece molecular cluster, C36H87O21P3 overall (ωB97M-V/def2-TZVPD, OMol25).

Values from the calculation:
Total energy (a.u.): -4027.85209
Spin multiplicity: 1
SMILES string: CCOP(=O)(OCC)OCC.CCOP(=O)(OCC)OCC.CCOP(=O)(OCC)OCC.COCCOCCOC.COCCOCCOC.COCCOCCOC
Gap between HOMO and LUMO (eV): 9.689
Energy above the lowest of the compared OMol25 structures with the same formula, charge and spin (kJ/mol): 657.11

Cartesian coordinates (Å):
C -14.309 -7.775 -0.867
C -14.954 -9.043 -1.331
O -16.309 -8.854 -1.819
P -16.553 -8.689 -3.401
O -17.846 -8.035 -3.807
O -15.096 -8.083 -3.954
C -14.999 -6.663 -4.031
C -15.652 -5.964 -5.306
O -16.531 -10.282 -3.715
C -17.300 -10.788 -4.934
C -16.368 -11.503 -5.905
H -14.825 -7.342 -0.010
H -13.273 -7.977 -0.596
H -14.263 -6.989 -1.621
H -14.383 -9.680 -2.006
H -15.263 -9.709 -0.525
H -15.543 -6.355 -3.138
H -13.966 -6.346 -3.889
H -15.419 -4.900 -5.338
H -15.177 -6.430 -6.169
H -16.735 -6.079 -5.330
H -18.118 -11.471 -4.708
H -17.856 -9.997 -5.436
H -15.737 -10.768 -6.405
H -15.725 -12.223 -5.399
H -17.033 -11.964 -6.635
C -9.555 -6.904 -3.316
C -10.941 -6.277 -3.127
O -11.572 -6.647 -1.912
P -10.897 -6.090 -0.495
O -11.829 -5.669 0.604
O -9.882 -4.899 -0.988
C -9.978 -3.583 -0.548
C -9.610 -3.410 0.960
O -9.882 -7.325 -0.063
C -8.928 -7.174 1.002
C -8.784 -8.595 1.745
H -8.827 -6.674 -2.539
H -9.602 -7.993 -3.291
H -9.303 -6.613 -4.336
H -10.829 -5.200 -3.247
H -11.659 -6.564 -3.896
H -9.234 -2.961 -1.046
H -10.908 -3.061 -0.774
H -8.754 -4.053 1.167
H -9.233 -2.420 1.215
H -10.375 -3.773 1.646
H -8.080 -6.841 0.403
H -9.374 -6.376 1.596
H -8.262 -8.680 2.698
H -9.814 -8.716 2.082
H -8.619 -9.346 0.973
C -10.364 -15.091 -5.147
C -9.239 -14.092 -5.558
O -9.634 -12.921 -6.301
P -10.773 -11.895 -5.679
O -12.166 -12.536 -5.485
O -10.022 -11.271 -4.400
C -10.428 -11.626 -3.081
C -11.472 -10.603 -2.462
O -10.684 -10.622 -6.678
C -11.646 -9.688 -6.982
C -11.432 -9.052 -8.465
H -11.297 -14.639 -4.809
H -10.645 -15.581 -6.080
H -10.112 -15.959 -4.538
H -8.691 -13.749 -4.680
H -8.509 -14.631 -6.162
H -10.635 -12.694 -3.026
H -9.584 -11.608 -2.391
H -12.469 -10.754 -2.876
H -11.511 -10.582 -1.373
H -11.318 -9.572 -2.780
H -12.604 -10.183 -7.136
H -11.810 -8.975 -6.173
H -10.603 -9.664 -8.820
H -12.325 -9.189 -9.076
H -11.007 -8.052 -8.550
C -5.729 -10.187 0.100
O -6.419 -9.258 -0.743
C -5.981 -9.179 -2.078
C -6.166 -10.415 -2.924
O -5.036 -11.218 -2.550
C -4.997 -12.534 -3.016
C -3.591 -13.025 -2.624
O -3.250 -13.024 -1.251
C -3.991 -13.976 -0.464
H -5.950 -11.238 -0.090
H -5.809 -10.003 1.171
H -4.658 -10.157 -0.102
H -4.947 -8.842 -2.152
H -6.475 -8.278 -2.443
H -6.189 -10.206 -3.993
H -7.118 -10.940 -2.835
H -5.113 -12.560 -4.099
H -5.794 -13.033 -2.465
H -2.780 -12.541 -3.168
H -3.365 -14.051 -2.913
H -3.692 -13.923 0.583
H -4.061 -14.956 -0.936
H -5.042 -13.700 -0.376
C -15.923 2.506 5.122
O -15.699 2.429 3.692
C -15.339 1.247 3.172
C -16.561 0.298 3.005
O -16.051 -0.876 2.406
C -16.960 -2.020 2.411
C -16.179 -3.382 2.124
O -15.101 -3.396 3.003
C -13.892 -4.099 2.628
H -15.559 1.704 5.764
H -17.010 2.560 5.182
H -15.609 3.504 5.427
H -14.407 0.805 3.525
H -14.978 1.560 2.192
H -17.310 0.783 2.379
H -16.980 0.140 3.999
H -17.807 -1.949 1.728
H -17.392 -2.185 3.398
H -15.891 -3.246 1.082
H -16.820 -4.263 2.080
H -13.837 -4.160 1.542
H -13.913 -5.184 2.729
H -12.928 -3.667 2.897
C -6.176 -3.985 3.180
O -6.555 -3.663 4.459
C -7.285 -2.410 4.526
C -8.832 -2.613 4.871
O -9.618 -1.754 4.133
C -9.419 -0.317 4.156
C -10.337 0.399 3.135
O -9.535 0.038 1.903
C -9.745 0.901 0.767
H -5.992 -5.058 3.123
H -5.271 -3.455 2.885
H -6.835 -3.705 2.357
H -7.262 -1.811 3.615
H -6.659 -1.807 5.184
H -8.972 -2.396 5.930
H -9.265 -3.613 4.890
H -8.390 0.039 4.215
H -9.738 -0.051 5.163
H -10.254 1.452 3.402
H -11.296 -0.105 3.255
H -10.777 1.096 0.474
H -9.308 0.456 -0.126
H -9.318 1.872 1.015


# C18H31Cl2N4O3STl

C18H31Cl2N4O3STl as an isolated structure (ωB97M-V/def2-TZVPD, OMol25).

Values from the calculation:
Total energy (a.u.): -2640.34804
Spin multiplicity: 1
Gap between HOMO and LUMO (eV): 6.538
Energy above the lowest of the compared OMol25 structures with the same formula, charge and spin (kJ/mol): 0.00

Cartesian coordinates (Å):
O 0.384 1.231 -0.839
C 1.596 1.431 -1.109
C 1.834 2.208 -2.370
C 1.010 1.979 -3.485
H 0.277 1.165 -3.441
C 1.138 2.767 -4.628
H 0.468 2.590 -5.469
C 2.117 3.768 -4.688
H 2.224 4.374 -5.589
C 2.967 3.973 -3.595
H 3.746 4.737 -3.635
C 2.828 3.200 -2.440
H 3.471 3.356 -1.570
H 3.299 1.881 0.058
C 3.732 0.184 -1.217
C 2.785 0.990 -0.340
H 4.601 -0.158 -0.646
H 4.084 0.799 -2.051
H 3.217 -0.695 -1.624
C 2.241 0.163 0.859
C 3.315 -0.485 1.690
H 1.590 0.801 1.481
H 4.023 0.289 2.015
H 3.864 -1.239 1.115
H 2.903 -0.959 2.586
Tl -2.142 1.227 -1.173
Cl -1.181 -0.867 -2.820
Cl -1.629 2.171 1.385
H -5.080 -1.639 -3.728
H -4.049 -3.627 -3.659
C -4.483 -1.177 -2.936
C -3.414 -3.405 -2.795
N -3.947 -2.242 -2.111
H -5.096 -0.515 -2.320
C -3.614 -2.016 -0.819
O -3.736 -0.933 -0.232
H -3.413 -4.249 -2.095
H -3.208 -2.924 -0.323
H -3.664 -0.609 -3.401
H -2.387 -3.211 -3.136
H -2.232 -0.495 6.380
H -3.660 1.050 4.675
C -1.422 0.211 6.151
C -2.721 1.617 4.585
N -1.577 0.747 4.806
H -0.458 -0.292 6.235
C -0.773 0.324 3.824
O 0.176 -0.461 3.975
H -2.648 2.052 3.582
H -1.014 0.765 2.825
H -1.488 1.036 6.869
H -2.722 2.408 5.347
N 1.039 -2.595 2.396
C 1.063 -2.541 1.067
N 1.061 -3.659 0.342
S 1.012 -1.075 0.147
H 0.923 -3.506 2.832
H 0.773 -1.763 2.954
H 1.001 -3.582 -0.666
H 0.994 -4.574 0.771


# C29H41N6O4S3SbTi

C29H41N6O4S3SbTi as an isolated structure (ωB97M-V/def2-TZVPD, OMol25).

Values from the calculation:
Total energy (a.u.): -4043.53647
Spin multiplicity: 1
Gap between HOMO and LUMO (eV): 6.159
Energy above the lowest of the compared OMol25 structures with the same formula, charge and spin (kJ/mol): 0.00

Cartesian coordinates (Å):
Ti -0.960 -1.527 0.134
N -1.880 -3.311 -0.887
C -1.283 -3.503 -2.237
C -0.798 -2.173 -2.807
N 0.074 -1.452 -1.875
C 1.505 -1.755 -1.893
C 1.829 -3.035 -1.140
N 1.091 -3.044 0.130
H -1.788 -4.160 -0.341
H -2.869 -3.099 -0.961
H -1.999 -3.958 -2.924
H -0.458 -4.201 -2.131
H -1.659 -1.526 -2.981
H -0.313 -2.346 -3.775
H -0.034 -0.432 -2.032
H 1.984 -0.911 -1.393
H 1.900 -1.800 -2.914
H 2.910 -3.115 -1.002
H 1.530 -3.908 -1.722
H 1.526 -2.400 0.787
H 1.095 -3.957 0.566
C 3.128 3.449 1.835
O 2.096 3.457 2.812
C 1.191 2.454 2.762
C 0.083 2.581 3.613
C -0.901 1.626 3.576
C -0.844 0.513 2.722
C -2.039 -0.420 2.622
C -2.668 -0.685 3.988
O -1.857 -1.589 1.958
C 0.289 0.377 1.906
O 0.482 -0.662 1.092
C 1.296 1.354 1.938
H 3.682 4.373 1.975
H 2.714 3.417 0.826
H 3.801 2.600 1.976
H 0.012 3.442 4.263
H -1.767 1.769 4.209
H -3.019 0.222 4.476
H -1.909 -1.152 4.612
H -3.500 -1.381 3.899
H 2.120 1.217 1.254
C -2.177 -4.203 4.155
Sb -0.242 -4.025 3.242
C 0.623 -5.613 4.421
C 0.546 -2.456 4.470
H -2.121 -3.997 5.223
H -2.549 -5.216 4.005
H -2.850 -3.497 3.675
H 0.379 -5.501 5.478
H 1.707 -5.603 4.308
H 0.249 -6.575 4.071
H 0.129 -2.507 5.475
H 0.329 -1.489 4.019
H 1.628 -2.576 4.530
S 5.285 2.950 -3.427
C 3.651 2.842 -3.172
S 2.921 2.034 -1.818
C 1.289 2.358 -2.440
N 1.330 3.045 -3.535
N 2.632 3.327 -3.919
C 2.770 4.024 -5.156
C 1.952 3.656 -6.217
C 2.056 4.325 -7.426
C 2.971 5.358 -7.576
C 3.774 5.726 -6.506
C 3.675 5.064 -5.291
S -0.073 1.771 -1.601
H 1.235 2.861 -6.073
H 1.420 4.036 -8.252
H 3.053 5.878 -8.521
H 4.483 6.536 -6.614
H 4.301 5.344 -4.457
O -2.014 -0.484 -0.514
N -3.156 0.412 1.778
C -4.358 -0.160 1.626
C -5.306 0.374 0.790
C -4.994 1.517 0.059
C -3.739 2.072 0.191
C -2.833 1.484 1.054
H -4.528 -1.070 2.179
H -6.271 -0.105 0.703
H -5.718 1.948 -0.620
H -3.422 2.924 -0.393
H -1.827 1.864 1.158


# C5H8N3O2S3

An isolated ion of composition C5H8N3O2S3 and charge +1 (ωB97M-V/def2-TZVPD, OMol25).

Values from the calculation:
Total energy (a.u.): -1704.25218
Spin multiplicity: 1
Total charge: +1
Gap between HOMO and LUMO (eV): 7.555
Energy above the lowest of the compared OMol25 structures with the same formula, charge and spin (kJ/mol): 0.00

Cartesian coordinates (Å):
C -1.351 1.012 0.014
C 0.972 0.664 -0.122
C -0.666 -1.125 -0.501
C -1.842 -1.728 0.174
C 3.783 0.466 0.256
N -2.523 0.919 0.072
N -0.282 0.256 -0.064
N 1.133 1.968 -0.027
O -4.113 -0.815 1.232
O -3.944 -0.671 -1.235
S -0.058 3.119 -0.035
S 2.238 -0.512 0.038
S -3.368 -0.623 0.057
H 0.092 -1.857 -0.312
H -0.590 -1.034 -1.569
H -2.123 -2.726 -0.159
H -1.650 -1.754 1.257
H 3.952 1.116 -0.687
H 4.541 -0.288 0.379
H 3.766 1.277 1.113
H 2.036 2.338 0.119